Here is a 12-piece molecular cluster, C69H138F24O3 overall at a distorted geometry from the OMol25 dataset. Energies are from wB97M-V/def2-TZVPD.

Last column: Löwdin charge in e.
Geometry (Å):
F 8.971 5.279 -4.616  0.1112
F 0.659 -3.535 -5.476  0.1303
F -1.874 -5.827 -1.058  0.0925
F -6.803 -0.400 -2.091  0.0746
F 2.118 2.903 -2.377  0.0671
F 7.560 3.040 -4.311  0.1609
F -1.441 -2.800 -5.616  0.1570
F -2.388 -3.307 -1.621  0.0782
F 7.175 6.522 -4.162  0.1076
F 3.511 3.084 -5.559  0.1256
F 1.099 -1.118 -6.097  0.1117
F -6.273 -3.715 -0.876  0.1499
F -8.852 -2.685 -5.524  0.0867
F -6.526 -5.108 -4.543  0.1268
F 0.997 -0.985 -3.929  0.0734
F -2.627 -6.461 -3.021  0.1333
F -5.734 -0.978 -0.296  0.0732
F -3.353 -3.845 -3.543  0.1140
F 1.308 2.340 -4.365  0.0658
F -8.073 -2.612 -0.892  0.1321
F 2.967 4.620 -4.096  0.1368
F -8.688 -5.449 -5.048  0.0886
F -6.608 -2.666 -5.671  0.0675
F 7.158 4.301 -2.576  0.0957
O -0.563 -2.962 -3.658  0.0293
O 5.713 4.189 -4.288  0.0445
O -7.066 -3.046 -2.900  0.0059
C 6.890 -1.449 0.553  -0.0974
C 3.953 -6.349 1.995  -0.0885
C 3.446 -3.552 -2.577  -0.2285
C -1.781 3.170 1.571  -0.2234
C -2.353 -3.034 2.987  -0.2222
C 1.937 1.550 5.279  -0.1233
C -4.782 -2.764 3.719  -0.2831
C 3.468 3.388 -4.235  -0.4602
C -3.299 6.850 -6.200  -0.2079
C 0.269 -1.230 -5.045  -0.2709
C -2.775 -5.574 -2.055  -0.3099
C -2.709 6.294 -4.858  -0.2259
C -7.739 -3.443 -5.715  -0.2510
C -1.912 0.273 -1.142  -0.2041
C -6.072 -1.906 3.676  -0.1204
C 2.970 2.881 0.675  -0.2791
C -1.587 1.119 -2.391  -0.2335
C -6.889 -2.752 -1.554  -0.5216
C -1.753 1.772 6.593  -0.1967
C 3.335 -3.366 5.421  -0.2666
C -2.808 1.785 -3.064  -0.0893
C 5.092 -5.412 2.387  -0.2760
C -6.032 -1.396 -1.537  -0.2405
C 6.196 -1.765 1.861  -0.2494
C -2.566 3.128 6.569  -0.2760
C -3.696 -2.249 2.776  -0.2335
C 2.784 -5.977 -3.123  -0.0961
C -1.091 -4.242 -3.381  -0.0655
C -1.108 -4.999 2.246  -0.1137
C -2.389 -4.254 -2.662  -0.3994
C 0.700 1.078 6.050  -0.2935
C -1.195 6.079 -4.824  -0.2852
C 1.382 -3.940 8.367  -0.1112
C 7.638 5.374 -4.704  -0.2951
C -4.250 2.384 1.722  -0.2420
C 3.840 -1.122 -2.209  -0.2696
C 3.635 1.963 1.622  -0.1174
C 2.467 2.435 -3.598  -0.2597
C 6.989 4.195 -3.969  -0.5724
C -7.747 -4.546 -4.582  -0.4417
C 6.192 -3.234 2.366  -0.2169
C 3.276 -2.405 4.184  -0.0844
C 5.227 -4.153 1.647  -0.2640
C -2.917 8.349 -6.523  -0.2634
C -4.093 2.849 6.656  -0.1296
C 4.505 -2.470 -2.556  -0.1969
C 2.193 -4.331 5.429  -0.2442
C -3.854 8.962 -7.611  -0.1265
C 3.698 4.226 0.465  -0.2076
C -0.893 -1.067 0.722  -0.2372
C 3.306 -0.941 -0.813  -0.0951
C -0.882 4.072 0.653  -0.0987
C -0.276 -2.667 -4.967  -0.5108
C 3.763 6.548 -0.748  -0.2525
C -2.419 -4.297 2.164  -0.2774
C -0.676 5.580 -3.482  -0.1197
C -0.350 2.126 6.062  -0.2573
C 2.481 -4.880 7.942  -0.2802
C -6.617 1.556 1.908  -0.1045
C 4.882 3.260 -3.581  -0.0072
C 2.960 5.318 -0.343  -0.2409
C -3.238 3.328 1.091  -0.2564
C -5.653 2.510 1.193  -0.2672
C 0.444 -1.492 1.392  -0.1061
C 3.930 -4.995 -2.745  -0.2424
C -8.107 -4.081 -3.198  -0.0051
C 2.277 -5.374 6.566  -0.2430
C 2.709 7.552 -1.288  -0.1246
C -0.710 -0.569 -0.718  -0.2125
H 3.300 -2.604 6.246  0.1157
H -0.272 -4.280 2.058  0.0781
H 4.797 -5.117 3.422  0.1015
H 2.149 5.684 0.345  0.1213
H -0.497 2.402 4.979  0.1188
H 7.958 -1.580 0.638  0.0747
H 4.093 -0.495 -0.207  0.0532
H -4.360 2.146 7.532  0.0920
H 4.269 -3.687 1.635  0.0784
H -4.875 8.951 -7.287  0.0508
H 4.487 6.317 -1.549  0.1035
H -2.254 0.829 -0.290  0.0667
H 6.420 -1.003 2.605  0.1031
H 2.015 7.852 -0.472  0.0652
H -3.336 2.326 -2.328  0.0454
H 6.101 -5.840 2.448  0.1212
H -3.318 -4.861 2.418  0.1131
H -3.815 8.313 -8.515  0.0690
H 4.307 6.992 0.044  0.0916
H -0.952 -5.834 1.532  0.0726
H -2.499 -4.035 1.124  0.0785
H -0.590 3.550 -0.280  0.0582
H -0.902 -5.462 3.168  0.0491
H -3.155 5.321 -4.574  0.1028
H 4.664 3.966 -0.075  0.1191
H 1.050 -0.571 1.604  0.0683
H -4.323 2.529 2.800  0.1088
H -0.515 -1.326 -1.496  0.1009
H -3.788 -5.525 -1.698  0.1719
H 2.865 2.432 -0.293  0.0680
H 1.385 -2.986 7.831  0.0666
H 2.246 -2.020 4.050  0.0694
H -2.208 3.779 7.353  0.0902
H -2.963 6.978 -4.023  0.1130
H 1.434 -3.599 9.375  0.0592
H -6.214 -1.381 2.716  0.0365
H -2.794 -0.438 -1.410  0.1298
H -2.964 6.207 -7.033  0.1092
H -1.341 -0.335 1.368  0.0890
H -9.116 -3.529 -3.210  0.1706
H 1.898 3.140 0.934  0.1056
H 1.926 7.209 -2.066  0.0884
H 3.635 -2.904 3.265  0.0432
H -3.289 3.161 0.019  0.0919
H -0.899 5.350 -5.585  0.1039
H -1.559 -1.939 0.717  0.0846
H -4.045 -2.309 1.687  0.1221
H 2.814 1.457 -3.392  0.1388
H 3.915 -1.561 4.354  0.0535
H -0.992 0.524 -3.037  0.0618
H 1.188 -3.719 5.486  0.1399
H -0.538 -0.490 -5.065  0.1703
H 3.163 -5.922 6.341  0.0935
H 3.200 8.520 -1.530  0.0687
H 5.083 -1.708 1.681  0.0904
H -3.634 4.347 1.236  0.1204
H 0.235 0.028 -0.808  0.1052
H -4.387 -2.746 4.802  0.1243
H 6.053 -3.214 3.495  0.1264
H -1.521 -2.370 2.728  0.0531
H 3.052 1.064 1.664  0.0478
H -1.225 4.669 -3.185  0.0600
H 2.582 4.843 -1.248  0.0845
H -0.674 7.032 -5.153  0.1163
H -1.269 5.049 0.432  0.0575
H -1.705 1.445 7.631  0.1108
H -5.091 -3.813 3.492  0.1043
H 4.561 -4.945 -3.602  0.0921
H -1.832 3.459 2.635  0.1015
H 4.263 -3.924 5.533  0.1007
H -2.315 3.659 5.623  0.0979
H 2.836 -3.603 -1.673  0.1072
H -2.313 -3.216 4.115  0.1328
H 0.136 4.227 1.179  0.0678
H -3.557 -1.161 2.934  0.1046
H -3.445 9.995 -7.925  0.0924
H -4.378 6.817 -6.171  0.0897
H 1.040 0.949 7.052  0.0943
H -3.439 1.027 -3.520  0.0646
H 6.489 -2.062 -0.227  0.0417
H 4.470 -5.391 -1.932  0.0814
H 2.755 -3.340 -3.438  0.1167
H 3.659 2.343 2.695  0.0956
H 3.037 -5.797 2.162  0.0599
H 2.766 0.790 5.234  0.0679
H 2.100 -4.846 4.469  0.0960
H 3.060 -1.021 -2.973  0.0766
H -3.833 1.367 1.428  0.1199
H -4.720 3.806 6.611  0.0805
H -4.310 2.294 5.695  0.0599
H -5.042 -1.392 -1.980  0.1537
H 5.475 -4.217 0.611  0.1086
H 0.099 2.968 6.643  0.1309
H -2.243 1.077 5.964  0.0884
H 0.278 -1.902 2.432  0.0529
H -0.985 2.017 -2.019  0.1095
H -1.522 2.095 1.362  0.0951
H -8.087 -4.958 -2.506  0.1611
H 3.935 -7.216 2.640  0.0663
H 0.365 0.095 5.776  0.0998
H 4.911 -2.283 -3.581  0.1269
H 2.873 -1.876 -0.426  0.0525
H -6.789 1.864 2.988  0.0937
H 2.404 2.519 5.653  0.0924
H 4.621 1.767 1.351  0.0490
H 2.428 -6.552 -2.228  0.0765
H 0.396 -4.290 8.195  0.0640
H -1.245 -4.827 -4.273  0.1498
H 1.810 1.798 4.204  0.0522
H -5.921 -0.967 4.375  0.1043
H -7.670 -3.806 -6.702  0.1534
H 2.457 -0.188 -0.760  0.0734
H 1.143 -2.183 0.804  0.0810
H 5.130 2.196 -3.851  0.1595
H 1.953 -5.457 -3.625  0.0500
H 7.173 -3.588 2.257  0.0876
H -3.104 8.951 -5.658  0.0817
H -1.799 8.348 -6.757  0.1161
H -5.635 2.163 0.160  0.1102
H -6.112 0.582 1.893  0.0406
H -2.573 2.406 -3.919  0.0578
H -0.310 -4.724 -2.852  0.1340
H 4.789 3.570 -2.448  0.1759
H -5.995 3.461 1.396  0.0828
H 3.087 -6.808 -3.769  0.0639
H 7.341 5.307 -5.775  0.1844
H 0.385 5.263 -3.502  0.0541
H -7.594 1.575 1.495  0.0550
H 4.009 -6.738 0.983  0.0638
H 5.345 -2.761 -1.944  0.0863
H 3.925 4.671 1.429  0.1069
H 1.395 -6.045 6.410  0.1278
H 2.576 -5.757 8.609  0.1166
H 4.491 -0.264 -2.381  0.0923
H -6.965 -2.461 3.926  0.0543
H 6.711 -0.439 0.301  0.0514
H -0.765 6.299 -2.641  0.0778
H 3.431 -4.385 8.083  0.1028

- Multiplicity: 1
- LUMO level: 0.51 eV
- E_tot: -145151.072 eV
- Net charge: 0
- Kohn-Sham gap: 11.03 eV

Here is C16H19N3O4S as an isolated structure at a distorted geometry from the OMol25 dataset. Energies are from wB97M-V/def2-TZVPD.

Last column: Löwdin charge in e.
Geometry (Å):
S 1.138 -1.182 -2.961  0.7742
O -0.992 -4.173 3.539  0.2336
O -2.530 1.451 -0.751  0.0561
O -2.667 -3.252 4.376  -0.0241
O 4.129 2.137 -1.371  -0.1484
N -0.752 0.283 -1.711  -0.0030
N 1.144 2.622 -2.080  -0.1476
N 0.062 -1.836 -0.817  0.1257
C 3.632 2.876 -2.638  -0.1030
C -0.097 2.466 -2.298  -0.3937
C -0.843 -1.672 0.360  -0.1196
C 0.136 -1.061 -1.704  -0.7776
C -2.678 -1.356 2.387  0.0959
C -0.742 -2.629 1.312  0.0954
C -2.363 -0.421 1.390  -0.0511
C -1.440 -0.544 0.452  -0.0917
C -1.640 0.575 -0.678  -0.2904
C -2.578 -4.057 5.679  0.0366
C -0.577 1.187 -2.712  -0.2887
C 2.384 2.139 -2.982  -0.1154
C 3.094 2.450 -0.503  -0.3119
C -1.690 -3.330 3.509  -0.6693
C 1.725 1.975 -0.705  -0.1097
C -1.620 -2.487 2.386  -0.0435
H 4.341 2.467 -3.304  0.1037
H 3.618 2.032 0.661  0.2015
H 2.471 1.244 -3.168  -0.0288
H -0.127 3.459 -3.118  0.1920
H -3.301 -3.871 6.408  0.0539
H 3.609 4.039 -2.413  0.1735
H 3.036 3.465 -0.356  0.0721
H -1.655 -4.234 6.186  0.0734
H 1.730 0.924 -0.863  0.0747
H -1.647 1.508 -3.020  0.1474
H -3.153 0.391 1.396  0.1476
H -3.113 -1.177 3.426  0.1409
H 0.884 2.282 -0.059  0.1264
H -2.855 -5.133 5.225  0.1382
H 2.000 2.707 -3.974  0.1697
H 0.771 -2.431 -0.744  0.1009
H -0.770 3.001 -1.385  0.1875
H 0.064 0.513 -3.696  0.1302
H -0.139 -3.350 1.318  0.0665

- Multiplicity: 1
- Energy relative to the best compared isomer or geometry (same formula, charge and spin): 1471.6 kJ/mol
- LUMO level: -0.55 eV
- E_tot: -40383.279 eV
- Net charge: 0
- Kohn-Sham gap: 7.55 eV

Here is C38H80MgO23S10 as an isolated structure at a distorted geometry from the OMol25 dataset. Energies are from wB97M-V/def2-TZVPD.

Last column: Löwdin charge in e.
Geometry (Å):
S -3.553 -0.536 3.444  0.9473
S -6.006 -1.877 -0.564  0.9618
S -3.632 -4.778 2.593  0.9340
S 0.388 -4.251 4.304  0.8489
S -2.309 -4.578 -1.283  0.9422
S -1.877 4.850 1.386  0.8384
S 3.284 -3.692 -2.110  0.8397
S 0.163 1.325 5.391  0.8626
S 3.905 1.751 -4.776  0.8501
S 0.194 7.299 -2.395  0.8372
Mg -2.945 -2.145 0.590  0.2465
O 3.106 0.629 -5.348  -0.5665
O -4.831 -2.093 0.363  -0.5655
O 6.829 -1.211 0.127  0.0596
O 6.316 -1.656 2.239  0.1002
O 1.018 2.130 -1.595  -0.0258
O 3.154 5.620 1.310  0.0627
O -3.254 -0.899 2.000  -0.5296
O 7.613 -3.100 1.099  0.1576
O 2.893 7.258 -0.193  0.1454
O -1.077 -2.074 0.957  -0.0567
O -2.589 -3.127 -0.996  -0.5356
O -0.270 -2.986 -6.823  0.1551
O 2.565 0.708 0.442  -0.0279
O 3.484 5.195 -0.855  0.0637
O 2.653 -5.032 -1.839  -0.5727
O -2.620 -0.542 -0.529  -0.0533
O -0.823 7.625 -3.458  -0.5633
O -3.208 -3.721 1.610  -0.5637
O -0.977 0.327 5.515  -0.5848
O 0.400 -1.487 -5.331  0.0675
O -1.586 -1.186 -6.235  0.0737
O -2.438 4.426 2.719  -0.5606
O -0.659 -5.131 4.891  -0.5747
C -1.613 -0.381 -5.065  -0.2804
C 1.364 0.422 0.124  -0.3477
C -5.356 -1.890 -2.269  -0.2249
C 0.570 1.148 -0.938  -0.3519
C 3.138 6.118 0.061  -0.5864
C 3.970 1.353 -2.998  -0.2549
C 5.068 -3.922 -1.921  -0.2399
C 0.801 -0.626 0.830  -0.0364
C 3.693 3.906 -0.231  -0.2857
C -0.357 -2.597 4.229  -0.2568
C 3.473 4.227 1.266  -0.0797
C 2.978 -2.685 -0.636  -0.2544
C -6.313 -0.083 -0.496  -0.2211
C -0.689 2.933 5.329  -0.2547
C -2.963 -4.968 -2.922  -0.2280
C -5.425 -4.896 2.574  -0.2284
C 5.237 0.401 2.894  -0.0067
C -0.088 -0.287 -4.756  -0.0862
C -0.770 0.818 -1.158  -0.0080
C 0.245 -4.536 2.487  -0.2467
C -1.413 -0.212 -0.437  -0.2986
C 5.151 3.565 -0.494  -0.0156
C -0.735 7.387 -0.854  -0.2728
C -0.546 -4.610 -1.763  -0.2037
C -5.247 -0.876 3.891  -0.2340
C 0.717 1.295 3.654  -0.2559
C 6.966 -2.095 1.136  -0.5574
C 5.909 -0.182 0.502  -0.1024
C -3.591 1.282 3.595  -0.2088
C 5.375 -0.679 1.832  -0.3195
C 2.664 3.116 -4.657  -0.2450
C -0.482 -1.976 -6.222  -0.5578
C -3.212 -6.386 1.910  -0.2287
C -2.601 3.752 0.134  -0.2409
C -0.483 -1.079 0.491  -0.2867
C 0.399 5.486 -2.357  -0.2415
C -2.386 -1.115 -3.976  -0.0200
C -0.172 4.234 1.236  -0.2333
H -0.343 -4.192 -2.749  0.0701
H 5.504 0.129 3.914  0.0876
H 3.218 -3.258 0.263  0.0676
H 5.732 4.373 -0.042  0.0985
H -6.187 -1.971 -2.977  0.0650
H -1.165 8.381 -0.751  0.0566
H 1.095 5.097 -1.619  0.0271
H -1.359 3.001 6.185  0.0553
H -3.288 1.552 4.604  0.0469
H 0.130 -1.994 3.461  0.0335
H -0.073 -4.110 -0.921  0.0404
H -2.974 -4.025 -3.467  0.0429
H -3.667 3.923 -0.004  0.0537
H 2.536 3.528 -5.655  0.0457
H 0.179 -0.240 -3.702  0.1234
H 5.925 1.234 2.700  0.0788
H 1.258 0.363 3.487  0.0369
H 1.932 -2.396 -0.577  0.0251
H -0.625 5.142 -2.195  0.0341
H -2.057 0.592 -5.258  0.1534
H -5.786 -5.066 1.562  0.0659
H 5.582 -3.019 -1.595  0.0403
H 4.421 4.114 1.794  0.1279
H 5.415 3.533 -1.549  0.0832
H -5.877 -4.032 3.061  0.0392
H -2.584 -0.397 -3.176  0.0716
H 5.171 -0.048 -0.288  0.1092
H 3.189 0.617 -2.808  0.0513
H -4.927 -0.915 -2.489  0.0489
H 2.708 3.606 1.729  0.1105
H 2.990 3.893 -3.962  0.0438
H -1.366 3.018 4.475  0.0128
H 5.369 -4.139 -2.945  0.0445
H -0.175 -5.634 -1.845  0.0646
H -6.869 0.301 -1.351  0.0637
H -0.334 -2.120 5.206  0.0369
H -0.818 -4.476 2.246  0.0083
H -0.145 3.293 1.786  0.0358
H -5.504 -1.890 3.585  0.0305
H 0.793 -3.840 1.857  0.0378
H 0.054 3.727 5.270  0.0551
H 4.975 1.022 -2.743  0.0410
H -5.746 -5.669 3.277  0.0679
H -2.446 2.728 0.481  0.0422
H 6.443 0.771 0.560  0.1178
H 1.738 2.712 -4.248  0.0373
H -5.372 0.469 -0.468  0.0645
H -3.954 -5.412 -2.826  0.0521
H 3.016 3.127 -0.585  0.1052
H -5.921 -0.225 3.329  0.0543
H -4.523 1.741 3.267  0.0635
H 3.627 -1.809 -0.675  0.0332
H -2.380 -5.716 -3.459  0.0682
H -1.943 -2.027 -3.579  0.0765
H -2.221 -6.340 1.462  0.0448
H 3.675 2.137 -2.301  0.0133
H -0.115 7.150 0.012  0.0400
H -0.152 1.276 2.997  0.0458
H -3.380 -1.397 -4.337  0.0800
H 5.429 2.636 0.005  0.0685
H -3.143 -7.075 2.753  0.0664
H -1.559 6.674 -0.903  0.0255
H -4.705 -2.741 -2.437  0.0296
H 0.326 0.608 -5.224  0.1189
H -5.422 -0.793 4.962  0.0695
H -2.098 3.871 -0.825  0.0392
H -3.914 -6.773 1.172  0.0606
H 5.279 -4.750 -1.248  0.0652
H -6.851 0.075 0.437  0.0461
H -1.409 -2.634 3.939  0.0382
H 0.448 -5.576 2.224  0.0536
H 0.677 5.098 -3.336  0.0459
H -1.392 1.401 -1.825  0.1117
H 1.430 2.101 3.484  0.0467
H 0.492 4.998 1.643  0.0475
H 4.394 -1.077 1.554  0.1306
H -2.815 1.639 2.916  0.0342
H 4.277 0.918 2.868  0.0693
H 0.217 4.065 0.229  0.0406
H 1.355 -1.259 1.510  0.1086

- Multiplicity: 1
- Energy relative to the best compared isomer or geometry (same formula, charge and spin): 0.6 kJ/mol
- LUMO level: -0.59 eV
- E_tot: -201589.673 eV
- Net charge: 0
- Kohn-Sham gap: 7.22 eV